Record 1
Here is a structure of composition C3H2Br4 from the Open Molecules 2025 dataset. Energies are from ωB97M-V/def2-TZVPD.

Element x y z (Å)
C  -1.31904  -0.58787  -0.36248
C  -1.10654  -0.80747  1.08591
C  -1.03606  -1.92204  0.22717
Br  -2.07413  -0.12064  2.59166
Br  -4.74686  1.71205  -1.94370
Br  -2.37728  -3.46426  0.29257
Br  0.64001  -2.73472  0.02458
H  -2.36324  -0.14396  -0.62109
H  -0.59470  0.04799  -0.87733

Calculated values
LUMO (alpha / beta) ... -4.791 / -4.787 eV
Gap between HOMO and LUMO (alpha / beta) ... 2.9 / 3.0 eV
E_HOMO (alpha / beta) ... -7.73 / -7.75 eV

=====

Record 2
Here is a structure of composition C32H29BBaCl5N10OS5Te from the Open Molecules 2025 dataset. Energies are from ωB97M-V/def2-TZVPD.

Element x y z (Å)
Ba  5.58867  -11.77373  21.21767
C  7.45969  -15.48560  20.94482
C  8.00543  -14.66513  19.85114
C  8.51550  -15.12232  18.57658
C  9.00532  -14.01301  17.90828
N  8.76143  -12.90709  18.75667
N  8.17754  -13.31475  19.89050
B  8.66756  -11.45041  18.45810
N  7.33407  -11.02254  17.88511
C  7.00695  -10.90148  16.56675
C  5.70285  -10.47754  16.42880
C  5.21949  -10.49974  17.81771
C  3.82679  -10.07626  18.23454
N  6.15067  -10.93253  18.63505
N  8.96757  -10.73256  19.83812
C  10.16583  -10.58837  20.45253
C  9.96119  -10.10029  21.76614
C  8.57068  -10.03449  21.92098
C  7.73923  -9.85797  23.14637
N  7.99577  -10.47729  20.75681
N  9.82416  -11.12747  17.38742
C  10.96115  -10.39146  17.42059
C  11.84147  -10.85133  16.46337
C  11.16452  -11.92183  15.80850
C  11.55877  -12.78287  14.63073
N  9.93421  -12.02975  16.34431
H  8.23950  -16.13934  21.44666
H  7.17054  -14.90912  21.83093
H  6.55436  -16.10798  20.70236
H  8.61465  -16.16810  18.35087
H  9.55793  -14.07237  17.01661
H  7.73219  -10.95159  15.74301
H  5.14008  -10.26859  15.52117
H  3.86111  -9.31334  18.98286
H  3.30204  -9.74038  17.29288
H  3.24837  -10.95911  18.63366
H  11.10761  -10.79518  19.84410
H  10.70718  -9.79895  22.46518
H  6.95708  -9.12730  22.91065
H  7.28773  -10.77652  23.48798
H  8.27251  -9.44513  24.05459
H  11.11014  -9.56165  18.14048
H  12.89038  -10.58440  16.37724
H  12.43381  -13.37978  14.95099
H  10.78906  -13.45107  14.30762
H  11.91934  -12.12788  13.80920
O  -0.39819  -13.27640  16.34134
C  0.44162  -13.21765  17.17726
S  1.80625  -14.29808  17.22012
C  2.41122  -13.87382  18.76897
C  1.80568  -12.85644  19.42340
S  2.29523  -12.28073  20.97474
S  0.49669  -11.99019  18.58139
S  3.78543  -14.77209  19.46711
Cl  5.91379  -7.86112  20.82160
C  4.67041  -8.19852  21.96495
C  4.72513  -9.38695  22.66389
C  3.84164  -9.68598  23.64697
Cl  3.88278  -11.22545  24.41665
C  2.93461  -8.66141  24.05860
Cl  1.61988  -9.00776  25.15981
C  2.81169  -7.46799  23.30659
Cl  1.56601  -6.23916  23.58927
C  3.64830  -7.26509  22.19352
Cl  3.47846  -5.84979  21.24094
Te  3.18026  -14.82192  21.92709
C  4.14764  -16.69541  22.26771
C  4.44619  -17.64725  21.29674
C  5.13969  -18.71956  21.80999
C  5.36341  -18.62779  23.18079
S  4.59208  -17.22703  23.83148
H  3.97295  -17.59041  20.33651
H  5.53907  -19.51182  21.24572
H  5.78976  -19.39623  23.84293
C  7.15344  -15.29175  26.08484
N  7.60456  -14.11640  25.28106
C  8.65047  -13.18507  25.74025
C  6.92625  -13.74806  24.21770
N  6.53889  -13.33014  23.18385
H  7.99767  -15.77085  26.51388
H  6.72102  -15.95360  25.34206
H  6.38787  -15.04412  26.79732
H  9.66097  -13.52576  25.54101
H  8.66472  -12.96171  26.84960
H  8.45169  -12.16287  25.28478

Calculated values
Spin multiplicity ... 2
LUMO (alpha / beta) ... 3.431 / 3.423 eV
Net charge ... -2
Gap between HOMO and LUMO (alpha / beta) ... 3.0 / 4.8 eV
E_HOMO (alpha / beta) ... 0.38 / -1.33 eV

=====

Record 3
Here is a structure of composition C18H33NO3P2Sn from the Open Molecules 2025 dataset. Energies are from ωB97M-V/def2-TZVPD.

Element x y z (Å)
C  -0.79760  -2.06519  -5.98206
C  -1.42330  -1.25634  -6.88449
H  -0.71760  -3.13201  -6.20177
H  -0.33655  -1.68657  -5.07813
C  -1.57788  0.15970  -6.64021
C  -1.35540  0.69192  -5.39826
H  -1.08569  0.08623  -4.54082
H  -1.49464  1.76298  -5.25374
C  -1.94137  -1.86176  -8.16868
H  -1.69532  -2.92778  -8.18122
H  -1.50327  -1.40841  -9.06539
H  -3.03118  -1.77240  -8.26250
C  -2.00573  1.07776  -7.76060
H  -2.96241  0.79075  -8.21267
H  -1.26703  1.11562  -8.57231
H  -2.11451  2.09222  -7.36720
Sn  0.48300  0.15816  2.33094
O  0.75026  -0.49218  0.30759
C  1.35247  0.01049  -0.70068
O  1.39531  1.88287  1.56394
C  2.22676  1.88781  0.61314
O  3.20165  2.74774  0.63085
N  2.22811  1.08516  -0.49239
C  3.95632  2.61577  -0.62230
C  3.20971  1.61474  -1.45553
H  4.96132  2.23673  -0.37074
H  3.98286  3.61598  -1.07468
H  3.84725  0.81503  -1.83879
H  2.70164  2.09712  -2.30111
C  1.18168  -0.48848  -2.00625
C  0.29260  -1.49321  -2.23339
H  1.80956  -0.04729  -2.78351
H  -0.30000  -1.86575  -1.39276
H  0.19123  -1.96453  -3.20373
C  -1.25059  -2.33167  3.58099
P  -2.60439  -1.13561  4.00221
C  -2.76013  -1.80901  5.70111
C  -1.97605  0.55994  4.61626
C  -0.88390  0.94160  5.65767
P  0.89520  0.96647  5.08458
C  1.89519  2.19289  6.00704
C  1.49812  -0.60926  5.76133
H  -1.75489  -3.28890  3.38695
H  -0.58352  -2.44809  4.44137
H  -0.67890  -2.07029  2.67314
H  -2.54507  -1.00902  6.40382
H  -3.78997  -2.14409  5.89118
H  -2.06663  -2.64743  5.84924
H  -1.84556  1.11400  3.67928
H  -2.95900  0.79048  5.04899
H  -1.08889  1.98100  5.94982
H  -0.96612  0.35216  6.58072
H  1.92161  2.00506  7.09435
H  2.92257  2.10831  5.62542
H  1.54309  3.22048  5.81763
H  0.70395  -1.16722  6.26940
H  1.92980  -1.22214  4.96966
H  2.28186  -0.43255  6.50729

Calculated values
LUMO ... -8.030 eV
Net charge ... +2
Gap between HOMO and LUMO ... 4.1 eV
E_HOMO ... -12.11 eV

=====

Record order is preserved below.
Relative energy (zero: lowest compared OMol25 entry of this formula, charge and spin): 117.38 27.28 8.06 kcal per mole